Here is one molecule with the formula C19H25N3O from OMol25. Energies are from the ωB97M-V functional and the def2-TZVPD basis.

Atoms and positions in Å:
C (-4.64994, -0.25534, 2.23675)
C (-5.70928, 0.17662, 1.23027)
C (-5.13785, 0.80407, -0.04273)
C (-4.29671, -0.15817, -0.89385)
C (-2.78930, 0.01106, -0.68741)
C (-2.01495, -0.99387, -1.53445)
C (-0.49660, -1.00532, -1.42851)
O (0.16310, -1.80288, -2.06176)
N (0.04658, -0.08009, -0.59590)
C (1.41654, 0.10594, -0.33992)
C (2.27252, -0.91962, -0.08544)
C (3.64082, -0.61595, 0.19988)
N (4.15975, 0.58197, 0.26113)
C (3.31957, 1.61506, 0.01505)
C (3.85114, 2.91600, 0.07085)
C (3.06586, 4.00866, -0.18420)
C (1.71883, 3.84315, -0.51395)
C (1.17137, 2.58563, -0.57071)
C (1.94195, 1.44510, -0.29908)
N (4.32248, -1.75128, 0.44468)
C (5.72862, -1.82755, 0.69429)
C (3.50036, -2.93191, 0.29131)
C (2.08445, -2.40243, 0.00027)
H (-3.99854, 0.57923, 2.48850)
H (-5.12362, -0.60467, 3.15166)
H (-4.04392, -1.06716, 1.84291)
H (-6.32119, -0.68670, 0.95851)
H (-6.36790, 0.90785, 1.70527)
H (-5.97896, 1.16380, -0.63908)
H (-4.53674, 1.67573, 0.22565)
H (-4.51361, 0.00911, -1.95114)
H (-4.58119, -1.18714, -0.66583)
H (-2.52184, 1.03227, -0.97516)
H (-2.55094, -0.12762, 0.36862)
H (-2.34101, -2.00859, -1.28911)
H (-2.24842, -0.84478, -2.59241)
H (-0.55374, 0.65191, -0.24869)
H (4.89654, 3.01779, 0.31653)
H (3.48566, 5.00303, -0.13952)
H (1.10827, 4.70778, -0.72939)
H (0.13126, 2.48288, -0.84988)
H (5.92417, -2.34588, 1.63758)
H (6.24114, -2.36315, -0.11148)
H (6.10841, -0.81006, 0.75167)
H (3.53762, -3.53348, 1.20743)
H (3.87916, -3.55027, -0.53240)
H (1.67778, -2.79300, -0.93411)
H (1.38234, -2.65772, 0.79728)

Force components x, y, z for each atom (eV/Å):
C -0.249 0.020 -0.092
C 0.168 0.182 -0.004
C -0.222 -0.254 -0.021
C 0.139 0.347 0.128
C -0.170 -0.312 -0.216
C 0.059 0.112 0.084
C -0.431 -0.249 -0.287
O 0.037 -0.028 -0.132
N 0.181 0.503 0.405
C 0.539 -0.435 0.086
C -0.352 0.207 -0.197
C -0.183 0.845 -0.026
N 0.419 -0.659 0.098
C -0.500 0.126 -0.111
C -0.111 0.123 -0.034
C 0.119 -0.030 0.028
C -0.243 0.034 -0.037
C -0.048 0.089 -0.014
C 0.284 0.150 0.050
N 0.025 -0.271 0.030
C 0.092 0.055 0.035
C 0.068 -0.291 0.090
C -0.142 -0.095 -0.104
H 0.124 0.057 0.054
H 0.047 -0.061 0.104
H 0.143 -0.101 0.003
H -0.089 0.016 -0.009
H -0.075 -0.058 -0.004
H 0.038 0.089 -0.003
H 0.003 0.107 -0.017
H 0.003 -0.089 -0.032
H -0.017 -0.109 -0.048
H 0.036 0.067 0.080
H 0.039 0.095 0.058
H 0.048 0.012 -0.052
H 0.039 -0.066 0.021
H -0.039 -0.168 -0.044
H 0.110 -0.014 0.029
H 0.056 0.065 0.007
H -0.058 0.043 -0.021
H -0.061 0.012 -0.039
H 0.047 0.020 -0.020
H 0.029 0.014 0.018
H 0.091 -0.044 0.022
H 0.003 -0.015 -0.107
H -0.044 -0.001 0.074
H 0.056 0.003 0.175
H -0.006 -0.041 -0.009

ΔE to the lowest compared entry with this formula, charge and spin: 0.064 eV
SMILES: CCCCCCC(=O)Nc1c2c(nc3ccccc13)N(C)CC2
2S+1: 1
HOMO energy: -0.275 Eh

***

Here is a 2-piece molecular cluster, C4H8O6P2 overall from OMol25. Energies are from the ωB97M-V functional and the def2-TZVPD basis.

Atoms and positions in Å:
O (2.69897, -2.79075, -0.95040)
P (2.43824, -1.53392, -1.67458)
P (2.21152, 0.10155, -0.21541)
C (3.44456, 1.48449, -0.77570)
O (4.54949, 1.24050, -0.33222)
O (2.95470, 2.33159, -1.50451)
H (3.48213, -1.13613, -2.52482)
H (1.23590, -1.57828, -2.40179)
H (2.55233, -0.41154, 1.03507)
H (0.89958, 0.53457, -0.15941)
C (-3.57712, -0.15190, 1.01393)
C (-2.54372, 0.57143, 1.85282)
O (-1.33981, 0.34190, 1.10457)
C (-1.68410, 0.09591, -0.17799)
O (-0.90515, 0.03470, -1.07828)
O (-3.01010, -0.06795, -0.30227)
H (-4.55586, 0.31721, 1.03948)
H (-3.67728, -1.20338, 1.28501)
H (-2.72265, 1.64555, 1.90724)
H (-2.45166, 0.17445, 2.85924)

Force components x, y, z for each atom (eV/Å):
O 0.175 -0.333 0.122
P -0.241 -1.017 0.611
P 0.142 0.585 -0.147
C 1.091 1.612 -0.705
O 0.073 -0.545 0.327
O -0.546 -0.651 0.255
H -0.223 0.430 -0.089
H 0.122 0.550 -0.231
H -0.039 -0.339 -0.070
H -0.276 -0.216 0.017
C -0.104 -0.019 0.113
C -0.096 0.041 0.121
O -0.064 0.016 0.082
C -0.047 -0.008 -0.118
O -0.122 -0.067 -0.088
O -0.104 -0.018 0.109
H 0.013 0.061 -0.196
H 0.054 -0.011 -0.013
H 0.007 0.010 -0.061
H 0.187 -0.081 -0.038

ΔE to the lowest compared entry with this formula, charge and spin: 1.879 eV
2S+1: 1
HOMO energy: -0.341 Eh

***

Here is one molecule with the formula C4H6N2O from OMol25. Energies are from the ωB97M-V functional and the def2-TZVPD basis.

Atoms and positions in Å:
N (1.17322, 1.82990, -0.52001)
C (0.80651, 0.48950, -0.15623)
C (0.77205, 0.01655, 1.26876)
C (-0.30529, -0.86666, 1.25790)
C (-1.03084, -0.77869, 0.04688)
O (-2.14079, -1.40436, -0.34129)
N (-0.44843, 0.05901, -0.79520)
H (1.77185, 1.81931, -1.34072)
H (1.70778, 2.23048, 0.24288)
H (1.56790, -0.26516, -0.44106)
H (-0.59049, -1.54762, 2.05680)
H (-2.42468, -2.00239, 0.36390)
H (-0.85878, 0.42014, -1.64261)

Force components x, y, z for each atom (eV/Å):
N 0.158 -0.018 0.086
C 0.171 -0.212 -0.010
C -0.381 -0.146 -0.182
C 0.053 0.011 0.193
C 0.213 0.202 -0.141
O 0.056 -0.053 0.211
N -0.139 -0.155 0.148
H -0.088 0.106 0.159
H -0.116 0.021 -0.016
H 0.007 0.075 -0.351
H -0.042 0.184 -0.084
H 0.001 0.102 -0.076
H 0.106 -0.117 0.063

ΔE to the lowest compared entry with this formula, charge and spin: 3.297 eV
2S+1: 1
HOMO energy: -0.289 Eh

***

Here is one molecule with the formula C9H18N2 from OMol25. Energies are from the ωB97M-V functional and the def2-TZVPD basis.

Atoms and positions in Å:
C (1.89331, -2.45093, -1.34606)
C (0.53465, -1.71144, -1.19837)
C (-0.65001, -2.54405, -0.66898)
C (0.24108, -0.66732, -2.32641)
N (0.58449, -0.26445, -0.95395)
N (-0.36992, 0.41034, -0.08402)
C (-0.64491, 1.80722, -0.43372)
C (0.09356, 2.68339, 0.54587)
C (-0.49295, 2.48365, 1.96267)
C (-0.94887, 1.05193, 2.26110)
C (-0.16362, 0.13636, 1.40502)
H (1.98535, -3.46209, -0.62943)
H (2.70049, -1.86766, -1.07498)
H (2.08168, -2.64799, -2.35709)
H (-1.57188, -1.98976, -0.75382)
H (-0.56086, -2.74429, 0.43292)
H (-0.72216, -3.55769, -1.20624)
H (0.91495, -0.77726, -3.12004)
H (-0.75338, -0.55174, -2.74002)
H (-1.73580, 1.87786, -0.32522)
H (-0.28641, 1.98821, -1.50676)
H (-0.03789, 3.68760, 0.24508)
H (1.17332, 2.39583, 0.48003)
H (0.36494, 2.60650, 2.62373)
H (-1.20167, 3.25388, 2.13207)
H (-1.94562, 0.80095, 2.04740)
H (-0.83387, 0.75625, 3.26767)
H (0.84985, 0.20376, 1.79113)
H (-0.49785, -0.90706, 1.53042)

Force components x, y, z for each atom (eV/Å):
C -2.004 -2.420 2.970
C -1.243 0.184 -0.780
C 0.686 -0.944 0.253
C -1.500 -1.807 2.315
N 2.082 0.544 0.204
N -0.909 -1.604 0.338
C 0.894 -0.931 -0.929
C 0.148 -1.131 0.056
C 1.665 -0.638 -0.005
C -0.221 0.658 -1.448
C 0.618 -1.494 -1.938
H -0.476 2.556 -2.122
H 1.537 1.607 0.970
H -0.030 -0.989 -1.510
H -0.314 0.089 -0.337
H 0.261 -0.061 -0.949
H 0.075 1.579 0.721
H 1.690 1.068 -0.691
H -0.451 -0.096 0.645
H 0.201 0.641 -0.433
H -0.782 -0.267 1.429
H 0.191 1.328 -0.158
H -0.803 0.389 0.159
H -0.134 0.551 0.355
H -0.850 0.509 0.481
H -1.864 0.442 -0.390
H 0.442 -0.046 1.288
H 0.820 -0.099 -0.665
H 0.270 0.382 0.172

ΔE to the lowest compared entry with this formula, charge and spin: 3.938 eV
SMILES: CC1(C)CN1N1CCCCC1
2S+1: 1
HOMO energy: -0.257 Eh

***

Here is one molecule with the formula C3H5ClN2 from OMol25. Energies are from the ωB97M-V functional and the def2-TZVPD basis.

Atoms and positions in Å:
C (-0.10132, -0.72730, -0.12870)
C (-1.10211, 0.41151, -0.31668)
C (1.17950, -0.19252, 0.50304)
N (-0.50068, 1.64783, -0.06610)
N (0.62588, 1.86033, 0.27657)
Cl (2.66724, -0.81394, -0.11691)
H (-0.56119, -1.42598, 0.53679)
H (0.15300, -1.22634, -1.03678)
H (-1.43785, 0.49395, -1.37194)
H (-1.96010, 0.16828, 0.22514)
H (1.03763, -0.19583, 1.49556)

Force components x, y, z for each atom (eV/Å):
C 1.743 0.543 0.230
C 0.748 -1.356 -2.595
C -1.876 1.460 -3.585
N 1.261 3.092 1.180
N -0.985 -3.459 -0.532
Cl 0.024 0.282 0.200
H -0.193 -0.605 0.431
H -0.021 -0.298 -0.736
H 0.108 -0.205 0.461
H -1.452 0.583 1.232
H 0.641 -0.036 3.713

ΔE to the lowest compared entry with this formula, charge and spin: 2.604 eV
2S+1: 1
HOMO energy: -0.298 Eh

***

Here is C33H27AuF12N4O3 as an isolated structure from OMol25. Energies are from the ωB97M-V functional and the def2-TZVPD basis.

Atoms and positions in Å:
Au (-3.52428, -16.38828, -10.51017)
C (-10.36684, -16.76218, -9.07056)
C (-9.01611, -16.64091, -9.74389)
C (-8.80792, -15.67232, -10.78228)
C (-7.65509, -15.68611, -11.54361)
C (-6.59009, -16.53677, -11.11626)
N (-5.30956, -16.27074, -11.67636)
C (-5.07992, -16.25927, -12.98344)
C (-5.97459, -16.89941, -13.89631)
C (-5.77124, -16.97611, -15.25593)
C (-4.52538, -16.53673, -15.77398)
C (-4.28318, -16.64960, -17.24849)
C (-3.65023, -15.89021, -14.89887)
C (-3.89600, -15.61669, -13.53135)
C (-3.07740, -14.59537, -12.75201)
O (-3.15629, -14.61747, -11.40724)
C (-3.50740, -13.24040, -13.18127)
F (-4.80554, -13.10410, -12.85127)
F (-2.80905, -12.26531, -12.63830)
F (-3.48575, -13.02308, -14.55481)
C (-1.57024, -14.79162, -13.11662)
F (-1.22800, -14.33523, -14.34132)
F (-1.12691, -16.10380, -12.99441)
F (-0.86480, -14.02729, -12.28598)
C (-6.71903, -17.47734, -10.05712)
C (-8.01056, -17.56440, -9.49044)
C (-5.60006, -18.49011, -9.69016)
O (-4.33340, -18.01256, -9.41678)
C (-5.53775, -19.51680, -10.82282)
F (-4.93704, -19.07514, -11.94585)
F (-6.76667, -19.94463, -11.20982)
F (-4.82479, -20.61898, -10.43824)
C (-5.97690, -19.26886, -8.33717)
F (-6.38044, -18.37805, -7.42126)
F (-4.87672, -19.85760, -7.80307)
F (-6.89567, -20.18704, -8.48975)
H (-10.57228, -17.80134, -8.87711)
H (-10.28921, -16.28632, -8.07519)
H (-11.21174, -16.31670, -9.63016)
H (-9.56337, -14.97327, -10.99851)
H (-7.48059, -14.97629, -12.29925)
H (-6.82938, -17.41640, -13.41399)
H (-6.42679, -17.35902, -15.97223)
H (-4.89159, -17.40515, -17.81035)
H (-4.44972, -15.70781, -17.78635)
H (-3.20708, -16.80158, -17.45852)
H (-2.71378, -15.58241, -15.28691)
H (-8.29730, -18.35573, -8.75285)
C (0.10698, -18.90077, -9.45530)
C (-1.17740, -18.40243, -10.03488)
O (-1.26391, -16.94330, -10.02810)
H (0.13460, -20.01137, -9.42311)
H (0.30060, -18.52458, -8.44886)
H (1.00873, -18.59941, -10.01530)
H (-2.06547, -18.72929, -9.37335)
H (-1.32384, -18.78492, -11.04533)
H (-0.67508, -16.49746, -10.66630)
C (-6.69370, -12.44219, -8.91363)
C (-5.67230, -13.13780, -9.62066)
N (-5.25381, -14.33675, -9.23543)
C (-5.81983, -14.93382, -8.22285)
C (-6.86087, -14.40777, -7.50306)
C (-7.27165, -13.10391, -7.86489)
C (-7.35009, -15.14537, -6.35067)
C (-6.48667, -15.45794, -5.35985)
C (-5.04543, -15.15990, -5.43912)
C (-4.05080, -16.10724, -5.21567)
C (-2.73549, -15.68984, -5.41385)
N (-2.43836, -14.41370, -5.58447)
C (-3.47707, -13.59069, -5.66928)
N (-4.75975, -13.86605, -5.57340)
H (-7.08455, -11.50240, -9.28100)
H (-5.08205, -12.75197, -10.44694)
H (-5.41915, -15.90017, -7.96428)
H (-8.10403, -12.61316, -7.35514)
H (-8.41612, -15.38194, -6.25421)
H (-6.79259, -15.97961, -4.42268)
H (-4.27290, -17.14563, -4.92515)
H (-1.93869, -16.45518, -5.29653)
H (-3.27388, -12.48399, -5.84782)

Force components x, y, z for each atom (eV/Å):
Au -0.741 -0.672 0.824
C 0.430 0.707 0.464
C -0.083 0.668 -1.864
C 0.715 -1.718 0.806
C 0.364 -1.316 2.371
C 0.816 0.289 -0.077
N -1.230 -0.804 0.676
C 0.573 0.883 -1.492
C -1.083 -0.613 0.410
C 2.285 1.000 1.025
C -1.333 0.098 0.496
C 0.871 -0.028 -1.033
C -0.101 0.046 1.159
C -1.399 -1.449 -1.453
C 1.423 -2.328 -0.299
O 0.219 0.461 0.154
C -1.297 1.635 -2.088
F -0.012 0.283 0.229
F 0.052 0.267 0.258
F 0.217 -0.335 1.176
C 0.741 0.457 -0.080
F -0.029 -0.740 -0.059
F -0.623 1.503 -0.131
F 0.509 -0.551 0.398
C -0.981 0.395 -0.479
C -0.105 -0.400 0.840
C 0.436 0.352 0.856
O -0.232 0.506 -0.531
C 0.299 -1.645 -0.599
F -0.099 0.257 0.463
F 0.414 0.080 0.253
F -0.569 0.695 -0.220
C 1.933 1.044 -0.373
F -0.184 0.048 0.248
F -0.705 0.090 -0.427
F -0.925 -0.833 0.026
H -0.226 -0.443 -0.012
H -0.297 -0.032 -0.366
H 0.631 -0.172 0.240
H -0.925 0.743 -0.252
H 0.224 0.719 -0.875
H 0.506 0.472 -0.573
H -1.318 -0.880 -0.490
H 0.553 0.439 0.903
H -0.330 0.116 0.381
H -0.454 -0.380 0.152
H 0.569 0.502 -0.497
H 0.619 0.768 -0.815
C 1.313 -0.485 0.221
C -1.329 0.036 1.005
O 0.019 -0.126 0.053
H -0.210 0.635 0.000
H -0.364 -0.070 0.074
H -0.443 -0.022 -0.192
H 1.330 0.504 -1.209
H -0.145 0.077 -0.048
H -0.239 -0.601 0.227
C 0.987 -0.944 -1.475
C -0.049 0.337 0.816
N 0.663 0.560 -1.003
C -0.264 -0.549 0.287
C -0.274 1.338 -0.547
C -0.972 -0.645 0.584
C 0.170 -0.184 1.804
C -1.133 -0.939 0.062
C -0.263 0.022 1.259
C -0.010 -0.495 -0.405
C -0.344 -0.958 1.173
N 0.320 0.104 -0.675
C 0.614 2.365 -0.156
N 0.301 -0.248 -0.635
H 0.217 0.112 0.191
H -0.457 0.350 -0.025
H 0.030 -0.381 0.068
H 0.257 -0.263 0.118
H 0.389 0.143 0.024
H -0.017 0.273 -0.994
H 0.002 0.569 -0.457
H -0.299 0.874 -0.253
H 0.082 -1.574 0.386

2S+1: 3
HOMO energy (spin up / spin down): -0.289 / -0.326 Eh

***

Here is an isolated ion of composition CHCl2O2S and charge -1 from OMol25. Energies are from the ωB97M-V functional and the def2-TZVPD basis.

Atoms and positions in Å:
C (1.95596, -0.18391, 0.83861)
O (-3.05859, -0.18159, 0.14874)
O (-1.52614, 1.35418, -0.85462)
S (-1.86400, -0.00690, -0.64502)
Cl (0.10411, -0.68349, 0.81665)
Cl (2.62541, -1.04184, -0.64377)
H (1.76323, 0.74355, 0.33942)

Force components x, y, z for each atom (eV/Å):
C -0.262 -0.467 -0.135
O 0.058 -0.430 0.342
O 0.682 1.669 -0.456
S -1.023 -0.970 -0.440
Cl 0.016 -0.578 0.943
Cl 0.407 -0.400 -0.232
H 0.122 1.175 -0.022

ΔE to the lowest compared entry with this formula, charge and spin: 1.791 eV
2S+1: 1
Net charge: -1
HOMO energy (spin up / spin down): -0.138 / -0.138 Eh

***

The evaluated electronic energy for the records listed, in turn: -978.5617 -1291.3299 -340.6737 -463.0911 -686.9002 -3052.4545 -1507.7431 Ha.
The evaluated F_max for the records listed, in turn: 0.017 0.040 0.009 0.084 0.084 0.057 0.036 Eh/bohr.